1.
C21H36ClNO8 | ωB97M-V/def2-TZVPD

```
67
Properties=species:S:1:pos:R:3:lowdin_charge:R:1
Cl 2.117 -2.917 -2.787 0.725
O 2.496 -0.571 2.933 0.143
O 6.131 -5.573 -1.546 -0.088
O -3.649 -1.056 1.133 -0.090
O -1.967 3.044 -3.794 -0.096
O -2.097 2.438 0.215 -0.065
O -3.006 3.989 -1.181 0.125
O 3.770 -3.639 -0.131 0.126
O -3.220 3.282 5.634 -0.084
N 3.743 -1.840 1.410 0.135
C 0.313 0.197 -1.013 -0.137
C -0.716 1.204 -1.503 -0.085
C 6.068 -7.320 0.134 -0.095
C 1.667 -1.715 -1.606 -0.573
C 6.932 -6.444 -0.756 -0.327
C -0.861 4.499 -0.295 0.027
C 2.656 -0.987 1.817 -0.342
C 3.336 -2.584 0.240 -0.354
C 1.846 -0.755 0.551 -0.049
C 2.253 -1.709 -0.374 -0.113
C -2.829 -1.883 1.956 -0.322
C -0.720 3.472 -5.831 -0.089
C -3.673 -2.758 2.862 -0.090
C -2.110 3.629 -0.468 -0.517
C 0.543 1.214 1.312 0.009
C 0.900 0.188 0.251 -0.138
C 0.721 -0.775 -1.914 -0.039
C -1.559 2.485 -5.040 -0.311
C -3.123 3.817 4.317 -0.319
C -2.001 1.291 -0.646 -0.128
C -3.572 2.805 3.280 -0.089
H 1.482 1.517 1.791 0.090
H 5.463 -6.707 0.806 0.071
H -4.183 -0.504 1.713 0.081
H -4.302 -2.146 3.513 0.074
H -0.983 1.586 -4.820 0.101
H -4.602 2.499 3.469 0.079
H 4.548 -1.323 1.058 0.159
H -3.506 3.218 2.274 0.061
H -2.888 1.207 -1.278 0.134
H -0.399 3.041 -6.781 0.075
H -1.288 4.383 -6.036 0.074
H 7.519 -7.057 -1.440 0.109
H 7.622 -5.844 -0.151 0.106
H -0.209 2.161 -1.658 0.119
H -3.046 -3.398 3.485 0.076
H 5.619 -5.023 -0.943 0.048
H -1.025 0.867 -2.496 0.099
H -2.954 1.903 3.328 0.067
H -0.360 4.177 0.625 0.073
H 0.269 -0.759 -2.901 0.118
H -0.168 4.251 -1.105 0.085
H -4.339 -3.387 2.270 0.077
H -3.753 4.705 4.281 0.112
H -2.163 -1.245 2.549 0.102
H -2.486 3.832 -3.986 0.086
H -2.218 -2.496 1.294 0.112
H -0.062 0.740 2.091 0.097
H -1.991 0.424 0.019 0.111
H -1.107 5.557 -0.250 0.088
H 5.378 -7.911 -0.470 0.075
H 6.680 -7.996 0.733 0.071
H -2.449 2.194 -5.607 0.112
H 0.163 3.764 -5.261 0.075
H -2.656 2.504 5.676 0.077
H 0.087 2.114 0.914 0.051
H -2.086 4.122 4.135 0.107
```

Output
HOMO energy	-9.70	eV
E_LUMO	-0.58	eV
net charge	0
SMILES	CC(=O)OCCc1cc(Cl)c2c(c1C)C(=O)NC2=O.CCO.CCO.CCO.CCO
HOMO-LUMO gap	9.118	eV

=====

2.
C21H36F6N2O6 | ωB97M-V/def2-TZVPD

```
71
Properties=species:S:1:pos:R:3:lowdin_charge:R:1
F -3.217 1.459 1.219 0.176
F -0.675 1.114 1.891 0.116
F -1.874 -0.655 2.372 0.106
F -1.946 1.309 -0.532 0.164
F 5.451 0.573 0.596 0.025
F -3.252 -0.338 0.012 0.179
O -3.787 6.173 -3.100 -0.123
O -1.713 5.117 -1.132 -0.189
O -0.307 -4.555 2.259 -0.203
O -1.219 7.829 -3.342 -0.196
O 1.335 -7.057 0.331 -0.199
O 1.667 -6.638 3.332 -0.119
N 3.151 1.570 -1.627 0.194
N 5.412 -2.399 2.065 0.189
C 2.414 -7.267 -0.553 -0.114
C 1.242 -8.037 1.351 -0.203
C -0.391 -0.872 0.557 -0.053
C -3.407 7.361 -2.426 -0.185
C -2.551 8.299 -3.245 -0.206
C -0.573 8.208 -4.535 -0.114
C 4.969 -1.459 1.584 -0.140
C -2.482 4.364 -2.054 -0.205
C 4.402 -0.223 1.018 -0.287
C -1.317 0.048 1.344 -0.428
C 1.913 -5.334 2.835 -0.184
C 3.475 -0.571 -0.171 -0.229
C 0.805 -4.343 3.112 -0.202
C -2.009 4.834 0.217 -0.106
C 2.105 -1.098 0.332 -0.140
C -2.468 0.624 0.496 -0.564
C 0.890 -0.222 0.016 -0.167
C -1.536 -4.173 2.838 -0.103
C -2.804 5.170 -3.291 -0.184
C 0.728 -7.446 2.644 -0.184
C 3.368 0.617 -1.029 -0.191
H 0.366 7.661 -4.587 0.088
H -1.490 5.573 0.827 0.089
H -3.417 4.027 -1.591 0.126
H 2.181 -1.230 1.416 0.114
H 1.197 -3.329 2.944 0.114
H -1.907 3.479 -2.355 0.122
H 3.854 0.319 1.791 0.163
H -0.359 9.283 -4.551 0.088
H -2.333 -4.536 2.191 0.092
H -1.664 3.835 0.504 0.071
H -1.177 7.950 -5.413 0.087
H -3.248 4.481 -4.014 0.128
H -1.619 -3.084 2.921 0.070
H 1.945 -2.092 -0.088 0.129
H 0.546 -8.822 1.027 0.128
H -1.895 5.578 -3.739 0.122
H -3.084 4.913 0.413 0.092
H 0.504 -4.426 4.162 0.129
H -0.181 -1.737 1.187 0.115
H -2.994 8.410 -4.242 0.125
H 0.532 -8.281 3.320 0.129
H 3.974 -1.352 -0.746 0.153
H -1.666 -4.613 3.833 0.091
H -2.546 9.284 -2.756 0.127
H 3.357 -7.384 -0.008 0.089
H -0.216 -6.920 2.486 0.121
H -4.349 7.877 -2.226 0.128
H 2.488 -6.389 -1.193 0.085
H 2.220 -8.497 1.533 0.126
H 2.251 -8.149 -1.182 0.088
H 2.164 -5.352 1.772 0.120
H -2.936 7.142 -1.465 0.121
H 1.055 0.776 0.417 0.119
H 2.795 -4.991 3.380 0.130
H -0.965 -1.259 -0.287 0.135
H 0.818 -0.125 -1.067 0.120
```

Output
HOMO energy	-9.08	eV
E_LUMO	0.34	eV
net charge	0
SMILES	N#C[C@@H](F)[C@H](C#N)CCCC(F)(F)C(F)(F)F.COCCOCCOC.COCCOCCOC
HOMO-LUMO gap	9.412	eV

=====

3.
C21H36HgP2 | ωB97M-V/def2-TZVPD

```
60
Properties=species:S:1:pos:R:3:lowdin_charge:R:1
Hg -0.494 -0.086 2.593 0.995
P -0.027 1.732 -0.719 0.923
P -2.466 0.701 2.049 0.647
C 2.219 0.066 -3.204 -0.104
C -0.901 -0.397 -3.411 -0.153
C -0.236 2.502 -2.447 -0.259
C 0.097 -0.359 -4.496 -0.189
C -0.831 -1.130 -2.289 -0.118
C 1.351 -2.531 2.124 -0.160
C 0.977 3.133 -0.180 -0.289
C -1.793 2.081 -0.294 -0.413
C 3.667 -1.046 2.732 -0.104
C -1.776 2.175 1.221 -0.482
C -1.464 -1.840 3.931 -0.308
C -3.110 -0.588 0.954 -0.242
C 1.282 -1.242 2.653 -0.388
C 2.403 -0.570 3.114 -0.171
C 0.317 -1.713 -1.509 -0.190
C 1.506 -0.857 -4.108 -0.199
C 3.765 -2.250 2.029 -0.119
C 1.969 0.261 -1.874 -0.192
C 1.440 -0.782 -0.951 -0.264
C -3.651 1.382 3.193 -0.242
C 2.620 -3.000 1.739 -0.115
H -2.260 3.101 1.565 0.085
H 1.469 -1.882 -3.716 0.103
H 1.301 2.976 0.843 0.031
H 0.644 2.316 -3.084 0.029
H -2.369 -2.316 3.522 -0.077
H 3.042 0.627 -3.633 0.100
H 4.569 -0.470 2.945 0.095
H -0.107 -2.173 -0.585 0.099
H -1.117 2.129 -2.982 0.026
H 0.149 0.677 -4.859 0.108
H -2.436 -0.849 0.114 0.028
H -1.676 -1.441 4.935 -0.069
H -4.187 0.561 3.675 0.054
H -0.252 -1.012 -5.302 0.116
H -2.410 1.262 -0.716 0.064
H 0.469 -3.177 1.985 0.098
H -1.890 0.026 -3.599 0.103
H 1.021 -0.273 -0.057 0.005
H 0.450 4.081 -0.261 0.046
H -0.339 3.591 -2.333 0.035
H -0.717 2.222 1.602 0.001
H -2.093 3.040 -0.756 0.081
H 2.123 -0.894 -5.021 0.111
H 2.317 0.356 3.692 0.080
H -4.374 2.037 2.685 0.059
H 1.876 3.194 -0.802 0.048
H 2.218 -1.495 -0.576 0.116
H -3.194 -1.511 1.550 0.039
H -3.107 1.953 3.959 0.062
H 0.796 -2.529 -2.080 0.101
H 2.397 1.129 -1.363 0.080
H 2.723 -3.962 1.224 0.101
H -0.736 -2.645 4.108 -0.064
H 4.741 -2.597 1.694 0.094
H -4.119 -0.319 0.587 0.064
H -1.785 -1.377 -1.807 0.082
```

Output
relative energy (zero: lowest compared OMol25 entry of this formula, charge and spin)	1.035	eV
HOMO energy	-5.80	eV
E_LUMO	0.30	eV
net charge	0
HOMO-LUMO gap	6.098	eV

=====

4.
C21H36P2PtS | ωB97M-V/def2-TZVPD

```
61
Properties=species:S:1:pos:R:3:lowdin_spin:R:1
Pt 0.188 -2.001 -2.332 0.095
S 1.300 -2.714 -0.356 0.602
P 1.944 -1.450 -3.518 0.030
P -1.228 -1.219 -3.882 0.003
C -0.671 3.913 -3.665 0.674
C -2.352 0.177 -4.570 0.008
C 2.212 3.525 -4.407 0.430
C 2.670 2.878 -3.305 0.431
C -0.121 -0.939 -5.324 0.002
C 3.439 -0.440 -4.207 0.010
C 0.446 -1.711 0.742 0.072
C 1.581 4.919 -4.352 0.095
C 0.498 -0.305 0.864 0.046
C -2.312 -2.682 -3.948 0.000
C 1.749 2.306 -2.240 0.089
C -0.769 2.888 -2.856 0.704
C 3.160 -2.727 -3.033 0.013
C 0.044 0.292 2.059 -0.004
C -0.833 -1.825 2.797 0.000
C 0.375 4.931 -3.408 0.132
C -0.331 -2.441 1.667 0.052
C -1.691 -2.255 -1.307 0.024
C 0.387 1.843 -2.838 0.135
C 1.195 -1.710 -5.228 0.001
C -0.632 -0.463 3.028 0.048
H -3.234 -2.494 -3.384 0.000
H -1.901 1.168 -4.395 0.004
H 3.573 -2.318 -2.091 0.006
H 3.859 -1.116 -4.982 0.001
H 3.916 -2.733 -3.834 0.000
H 2.635 -3.670 -2.861 0.000
H 0.216 1.359 2.247 -0.001
H 0.488 1.484 -3.894 0.020
H 2.294 1.468 -1.769 0.003
H 1.652 3.104 -1.477 0.026
H 3.203 0.523 -4.686 0.003
H -1.850 -3.534 -3.445 0.000
H -1.538 -3.140 -0.722 0.000
H 3.749 2.628 -3.237 0.030
H -0.534 -3.479 1.443 0.006
H -2.423 -0.030 -5.666 0.001
H -1.390 -2.433 3.503 0.000
H 0.122 0.147 -5.336 0.002
H 0.828 4.725 -2.427 0.004
H -0.010 1.012 -2.245 0.003
H -0.987 0.011 3.956 0.002
H -2.548 -2.898 -4.975 0.000
H -0.129 5.877 -3.220 0.028
H 1.911 -1.346 -5.962 0.000
H -0.708 -1.168 -6.210 0.000
H -1.033 3.723 -4.677 0.058
H 2.411 3.089 -5.381 0.034
H 1.049 -2.798 -5.299 0.000
H -1.695 2.460 -2.484 0.052
H -2.729 -2.209 -1.697 0.000
H -3.364 0.148 -4.116 0.000
H 0.870 0.304 0.047 0.001
H 4.211 -0.274 -3.439 0.000
H 1.210 5.254 -5.329 0.003
H -1.565 -1.356 -0.701 0.003
H 2.347 5.636 -3.964 0.019
```

Output
2S+1	5
relative energy (zero: lowest compared OMol25 entry of this formula, charge and spin)	3.201	eV
<S²>	6.022
HOMO energy (spin up / spin down)	-13.02 / -13.85	eV
E_LUMO (spin up / spin down)	-8.13 / -8.75	eV
net charge	+2
HOMO-LUMO gap (spin up / spin down)	4.894 / 5.096	eV

=====

5.
C21H37AsF5IN2O3PS | ωB97M-V/def2-TZVPD

```
72
Properties=species:S:1:pos:R:3:lowdin_charge:R:1
I 5.810 -2.390 -0.167 0.655
As 1.199 -0.485 0.158 0.976
S 2.631 -3.929 -2.008 0.521
P 1.063 -1.639 2.288 0.857
F -5.194 -3.482 -0.571 0.182
F -4.453 -1.075 -1.838 0.127
F -4.141 -0.219 0.137 0.109
F -4.700 -2.563 1.346 0.156
F -6.275 -1.733 0.145 0.150
O -2.580 0.496 -4.056 0.114
O -1.802 2.596 -3.985 -0.036
O 2.928 2.578 -0.271 0.074
N 0.803 -2.317 -0.637 -0.092
N 1.433 1.269 0.975 -0.254
C -2.622 -1.903 -0.558 -0.069
C -2.820 3.043 -3.041 -0.202
C -0.823 -0.180 0.148 -0.283
C 1.839 2.386 0.214 -0.561
C -2.335 4.398 -2.505 -0.054
C 0.585 -0.619 4.842 -0.197
C -0.116 -0.808 3.476 -0.485
C -4.048 -1.375 -0.585 -0.452
C 1.985 1.411 2.319 -0.152
C -1.638 1.233 -3.918 -0.494
C 1.577 -3.055 -1.143 -0.917
C -0.244 0.708 -3.691 -0.094
C 0.388 1.211 -2.354 -0.227
C 0.802 3.525 0.086 -0.007
C 4.531 -1.336 2.311 -0.242
C 3.949 -1.809 0.972 -0.735
C 1.388 0.199 -1.756 -0.254
C 0.199 -3.270 2.025 -0.340
C 3.253 -0.764 0.100 -0.390
C -1.628 -0.805 -1.009 -0.226
C -5.071 -2.332 0.077 -0.557
H 2.599 2.319 2.389 0.091
H 1.361 0.144 4.794 0.043
H -3.172 4.926 -2.048 0.075
H -0.704 -3.185 1.411 0.004
H 4.705 -0.260 2.286 0.066
H 5.430 -1.881 2.587 0.022
H -0.116 -3.639 3.005 0.023
H 1.019 -1.563 5.173 0.053
H 0.951 2.097 -2.667 0.107
H -0.948 0.903 0.202 0.049
H -3.775 3.117 -3.554 0.118
H -0.986 -1.442 3.679 0.062
H 1.261 4.437 0.467 0.077
H -2.270 0.003 -1.383 0.083
H -0.293 -0.375 -3.762 0.111
H 3.702 0.198 0.362 0.061
H -0.397 1.605 -1.707 0.078
H 1.399 -0.639 -2.459 0.065
H 3.809 -1.532 3.110 0.028
H -2.545 -2.771 -1.213 0.136
H -2.447 -2.200 0.477 0.102
H -2.833 2.336 -2.213 0.113
H 2.618 0.601 2.689 0.042
H 1.188 1.580 3.057 0.062
H -0.165 -0.323 5.585 0.059
H 0.452 3.627 -0.938 0.045
H -0.507 0.139 3.098 0.049
H 0.862 -3.982 1.540 0.013
H -1.543 4.214 -1.780 0.051
H -0.069 3.317 0.714 0.073
H 3.474 -2.782 1.053 0.035
H -1.921 4.954 -3.346 0.078
H -1.296 -0.557 1.059 0.045
H 0.375 1.072 -4.519 0.128
H 2.393 0.609 -1.867 0.061
H 3.568 -0.926 -0.928 0.007
H -1.056 -1.110 -1.880 0.086
```

Output
HOMO energy	-4.14	eV
E_LUMO	2.56	eV
net charge	-1
HOMO-LUMO gap	6.704	eV

=====

6.
C21H37BBeCaF9N6O13S | ωB97M-V/def2-TZVPD

```
90
Properties=species:S:1:pos:R:3:lowdin_charge:R:1
Ca -5.455 -2.937 1.897 1.434
S -0.815 2.137 4.756 0.862
F 1.770 -2.414 -7.956 0.092
F 1.902 1.856 4.524 0.112
F 1.034 1.007 6.436 0.100
F 1.131 3.233 6.173 0.094
F 1.658 -4.402 -9.193 0.120
F -0.535 -2.237 -2.014 -0.404
F -4.133 -6.979 -3.379 0.084
F -0.172 -2.976 -9.143 0.106
F 0.408 -4.189 -7.251 0.111
O 5.013 4.181 -4.438 0.031
O -4.607 -1.390 -0.411 -0.144
O 2.946 4.384 -3.914 0.019
O -0.786 3.090 3.584 -0.299
O 0.993 -2.327 0.176 0.037
O -3.898 -4.147 -5.297 0.101
O -4.965 -2.668 -3.965 0.157
O -1.125 -1.963 0.222 -0.113
O -4.866 -4.851 -3.389 0.095
O -1.638 2.811 5.831 -0.309
O 0.262 -0.307 0.142 -0.050
O 3.570 2.795 -5.221 -0.057
O 1.297 -0.653 -3.231 0.132
N -2.553 0.740 2.072 -0.105
N 0.212 -0.441 -5.169 0.044
N 7.920 0.773 2.249 0.110
N 7.365 5.544 6.976 0.134
N 0.054 -1.538 0.178 -0.627
N 3.846 3.792 -4.521 -0.617
C -3.573 1.288 3.037 -0.087
C 4.515 4.171 4.986 -0.095
C -3.042 0.196 0.764 -0.040
C 4.057 4.573 6.383 -0.274
C 8.130 1.461 3.174 -0.261
C -1.454 -0.019 2.797 -0.046
C 2.573 0.204 -5.045 0.033
C -4.608 -5.998 -4.181 -0.310
C -4.081 -1.036 0.892 -0.310
C -1.527 0.490 4.338 -0.252
C -4.488 -2.807 -0.724 -0.248
C 0.068 -0.105 -6.570 -0.050
C 8.397 2.339 4.355 -0.071
C 6.202 5.685 6.933 -0.213
C -3.556 -5.521 -5.133 -0.042
C -3.147 0.621 4.432 -0.131
C 0.924 2.025 5.492 -0.484
C 1.328 -0.329 -4.395 -0.515
C 4.715 5.863 6.875 -0.180
C -4.605 -3.786 -4.198 -0.536
C -5.938 -3.564 -0.809 -0.102
B 0.903 -3.515 -8.393 -1.104
Be 2.602 -0.846 -7.480 0.987
H -0.590 -0.807 -4.670 0.154
H -5.534 -6.329 -4.661 0.180
H 2.401 1.218 -5.415 0.075
H -1.930 -1.057 2.904 0.136
H 4.277 3.756 7.078 0.115
H 8.806 3.294 4.022 0.081
H -0.428 -0.038 2.301 0.154
H 4.299 4.960 4.260 0.088
H -2.174 -0.177 0.124 0.137
H 9.114 1.858 5.021 0.079
H -2.034 1.596 1.779 0.186
H -3.595 -0.413 4.598 0.113
H -0.237 -1.004 -7.112 0.087
H 3.387 0.236 -4.318 0.134
H -3.770 -3.398 -0.064 0.124
H -0.711 0.654 -6.668 0.113
H 7.470 2.519 4.900 0.054
H 5.587 3.963 4.959 0.053
H 4.347 6.117 7.872 0.115
H 2.972 4.705 6.378 0.088
H 2.872 -0.461 -5.873 0.012
H 4.001 3.263 4.664 0.057
H -4.053 -2.864 -1.784 0.140
H -6.714 -2.959 -0.166 0.059
H -3.585 -6.050 -6.086 0.152
H 1.001 0.282 -7.002 0.043
H -3.583 1.289 5.240 0.131
H -2.547 -5.597 -4.719 0.159
H -1.338 -0.395 5.039 0.162
H 4.480 6.695 6.206 0.120
H -3.561 -1.893 1.478 0.051
H -5.818 -4.635 -0.426 0.095
H -4.674 1.120 2.824 0.135
H -4.993 -0.680 1.555 0.077
H -3.644 1.041 0.270 0.175
H -3.401 2.407 3.110 0.151
H -6.324 -3.528 -1.873 0.092
```

Output
HOMO energy	-9.14	eV
E_LUMO	-6.87	eV
net charge	+1
HOMO-LUMO gap	2.272	eV

=====

| no. | calculated total energy (Eh) |
| --- | --- |
| 1 | -1938.6119 |
| 2 | -1981.7827 |
| 3 | -1657.6266 |
| 4 | -2021.0793 |
| 5 | -4929.9340 |
| 6 | -4142.2927 |